(1)
{"formula": "H2KO", "method": "ωB97M-V/def2-TZVPD", "species": ["O", "H", "H", "K"], "coordinates": [[-0.05, 0.48, -0.15], [-0.52, 0.53, 0.72], [-0.48, 1.18, -0.70], [1.05, -2.19, 0.12]], "mulliken_charge": [-0.63, 0.34, 0.32, 0.97], "lumo_ha": -0.159, "de_lowest_kcal_mol": 2.6, "homo_ev": -16.30, "homo_lumo_gap_ha": 0.4402, "total_charge": 1}

(2)
{"formula": "C47H55BiF10N6O3Si2Te", "method": "ωB97M-V/def2-TZVPD", "species": ["Bi", "C", "N", "C", "C", "N", "C", "C", "F", "C", "F", "C", "F", "C", "F", "C", "F", "C", "C", "N", "C", "C", "F", "C", "F", "C", "F", "C", "F", "C", "F", "H", "H", "H", "H", "H", "H", "H", "H", "H", "H", "H", "C", "O", "C", "C", "C", "C", "C", "C", "N", "C", "N", "C", "C", "C", "C", "C", "C", "O", "C", "N", "C", "C", "C", "C", "C", "C", "O", "C", "H", "H", "H", "H", "H", "H", "H", "H", "H", "H", "H", "H", "H", "H", "H", "H", "H", "H", "H", "H", "H", "H", "C", "Si", "C", "C", "C", "Te", "C", "Si", "C", "C", "C", "H", "H", "H", "H", "H", "H", "H", "H", "H", "H", "H", "H", "H", "H", "H", "H", "H", "H", "H", "H", "H", "H"], "coordinates": [[-1.34, 0.59, -0.43], [-2.13, 0.14, -3.63], [-2.89, 0.33, -2.38], [-3.67, 1.58, -2.44], [-3.98, 2.14, -1.06], [-2.72, 2.48, -0.41], [-2.74, 3.48, 0.52], [-1.59, 4.24, 0.79], [-0.44, 3.90, 0.20], [-1.57, 5.34, 1.62], [-0.43, 6.01, 1.80], [-2.72, 5.76, 2.27], [-2.72, 6.83, 3.06], [-3.87, 5.01, 2.08], [-4.98, 5.34, 2.74], [-3.88, 3.91, 1.25], [-5.02, 3.20, 1.22], [-3.76, -0.84, -2.23], [-4.31, -1.11, -0.84], [-3.24, -1.09, 0.13], [-3.41, -1.83, 1.24], [-4.62, -2.46, 1.66], [-5.79, -2.17, 1.05], [-4.69, -3.34, 2.72], [-5.87, -3.92, 3.01], [-3.59, -3.62, 3.51], [-3.65, -4.50, 4.52], [-2.43, -2.93, 3.23], [-1.34, -3.13, 3.99], [-2.37, -2.06, 2.16], [-1.23, -1.36, 2.03], [-2.83, -0.02, -4.46], [-1.48, -0.72, -3.53], [-1.52, 1.01, -3.84], [-4.60, 1.41, -2.99], [-3.07, 2.32, -2.97], [-4.58, 1.44, -0.48], [-4.59, 3.04, -1.22], [-3.17, -1.71, -2.49], [-4.60, -0.77, -2.93], [-4.78, -2.10, -0.91], [-5.12, -0.41, -0.59], [2.68, -4.82, -4.42], [2.98, -4.74, -3.03], [3.84, -3.72, -2.70], [5.21, -3.83, -2.87], [6.04, -2.80, -2.48], [5.51, -1.67, -1.88], [4.14, -1.55, -1.69], [3.29, -2.57, -2.12], [1.90, -2.56, -1.94], [1.05, -1.47, -1.83], [1.50, -0.38, -2.49], [1.12, 0.97, -2.59], [-0.01, 1.57, -2.04], [-0.22, 2.92, -2.34], [0.65, 3.65, -3.11], [1.80, 3.06, -3.62], [2.03, 1.73, -3.37], [3.11, 1.03, -3.84], [4.13, 1.75, -4.51], [-0.10, -1.57, -1.22], [-0.33, -2.81, -0.54], [0.40, -3.11, 0.61], [0.20, -4.30, 1.30], [-0.76, -5.20, 0.85], [-1.46, -4.93, -0.30], [-1.22, -3.76, -1.02], [-1.83, -3.59, -2.24], [-1.09, -4.08, -3.35], [2.03, -5.68, -4.54], [3.59, -4.96, -5.01], [2.16, -3.91, -4.76], [5.61, -4.73, -3.31], [7.11, -2.88, -2.62], [6.16, -0.87, -1.55], [3.74, -0.68, -1.18], [1.49, -3.47, -1.78], [2.35, -0.55, -3.01], [-1.11, 3.40, -1.95], [0.45, 4.69, -3.32], [2.50, 3.65, -4.20], [3.77, 2.15, -5.46], [4.92, 1.03, -4.70], [4.51, 2.56, -3.89], [1.12, -2.38, 0.97], [0.78, -4.51, 2.18], [-0.94, -6.11, 1.40], [-2.19, -5.63, -0.69], [-1.48, -5.06, -3.66], [-0.03, -4.19, -3.10], [-1.19, -3.37, -4.17], [-0.37, -0.29, 5.03], [-1.19, 1.27, 4.36], [-2.78, 0.97, 3.38], [-1.60, 2.45, 5.78], [0.08, 2.15, 3.26], [0.97, 1.02, 1.65], [2.87, 0.86, 2.74], [4.06, 2.25, 2.30], [5.58, 2.10, 3.42], [3.25, 3.94, 2.51], [4.50, 2.01, 0.48], [-1.09, -0.97, 5.50], [0.38, -0.02, 5.78], [0.14, -0.83, 4.23], [-3.33, 0.11, 3.77], [-2.59, 0.79, 2.32], [-3.44, 1.83, 3.46], [-2.32, 1.99, 6.46], [-2.04, 3.37, 5.41], [-0.72, 2.71, 6.36], [0.93, 2.49, 3.85], [-0.37, 3.04, 2.83], [3.29, -0.12, 2.47], [2.60, 0.82, 3.79], [5.30, 2.24, 4.47], [6.33, 2.85, 3.18], [6.04, 1.11, 3.33], [3.00, 4.15, 3.55], [2.33, 3.99, 1.93], [3.91, 4.74, 2.16], [4.97, 1.03, 0.31], [5.18, 2.78, 0.12], [3.58, 2.06, -0.12]], "mulliken_charge": [1.52, -1.13, 0.63, -1.16, -1.12, 0.77, -0.11, -0.16, -0.34, 0.18, -0.35, 0.77, -0.33, 0.17, -0.34, 0.20, -0.41, -1.34, -1.54, 0.65, -1.21, 0.86, -0.37, 0.24, -0.35, 0.69, -0.36, -0.38, -0.49, 0.39, 0.42, 0.41, -0.06, 0.41, 0.40, 0.33, 0.28, 0.78, 0.17, 0.37, 0.82, 0.46, -0.77, -0.53, 0.03, -0.17, -0.76, -0.81, -0.01, -0.45, 0.77, -0.58, -0.05, -1.08, 0.99, -0.78, -1.64, -0.44, 1.37, -0.41, -1.08, 1.33, -1.07, -0.53, -1.01, -0.99, -0.51, 0.53, -0.42, -0.71, 0.27, 0.37, 0.20, 0.50, 0.40, 0.47, 0.57, 0.46, 0.39, 0.46, 0.44, 0.47, 0.35, 0.29, 0.39, 0.60, 0.45, 0.44, 0.48, 0.41, 0.15, 0.28, -0.84, 0.00, -0.15, -1.18, -0.10, 0.14, -1.05, 0.19, -1.08, -0.80, -0.37, 0.37, 0.37, 0.06, 0.51, -0.51, 0.50, 0.33, 0.32, 0.32, 0.53, -0.37, 0.66, 0.57, 0.30, 0.32, 0.32, 0.31, 0.05, 0.42, 0.03, 0.47, -0.12], "lumo_ha": -0.008, "homo_ev": -6.72, "homo_lumo_gap_ha": 0.2390}

(3)
{"formula": "C40H45BeCl3N4O2S", "method": "ωB97M-V/def2-TZVPD", "species": ["Be", "C", "C", "C", "C", "C", "C", "C", "C", "C", "C", "C", "C", "N", "C", "C", "C", "C", "C", "C", "C", "N", "C", "C", "C", "C", "C", "C", "C", "C", "C", "C", "C", "C", "H", "H", "H", "H", "H", "H", "H", "H", "H", "H", "H", "H", "H", "H", "H", "H", "H", "H", "H", "H", "H", "H", "H", "H", "H", "H", "H", "H", "H", "H", "H", "H", "H", "H", "H", "H", "H", "H", "H", "N", "C", "N", "C", "C", "C", "C", "C", "C", "S", "H", "H", "H", "H", "H", "H", "Cl", "C", "Cl", "Cl", "C", "O", "O"], "coordinates": [[0.11, -0.16, -0.46], [0.67, -4.02, -2.61], [-0.51, -3.20, -2.09], [-1.69, -3.27, -3.06], [-0.98, -3.65, -0.72], [-1.18, -5.02, -0.53], [-1.66, -5.52, 0.66], [-1.91, -4.65, 1.70], [-1.71, -3.27, 1.58], [-1.99, -2.50, 2.87], [-3.46, -2.10, 3.02], [-1.06, -1.35, 3.20], [-1.27, -2.77, 0.33], [-1.13, -1.33, 0.16], [-2.26, -0.71, 0.37], [-2.44, 0.66, 0.70], [-3.77, 1.02, 1.04], [-4.05, 2.20, 1.68], [-2.97, 3.04, 2.02], [-1.68, 2.74, 1.66], [-1.36, 1.56, 0.93], [-0.12, 1.29, 0.47], [0.85, 2.37, 0.55], [0.80, 3.46, -0.37], [1.91, 4.30, -0.44], [3.01, 4.16, 0.37], [2.98, 3.19, 1.35], [1.91, 2.31, 1.47], [1.97, 1.42, 2.71], [2.19, -0.06, 2.45], [0.78, 1.65, 3.66], [-0.34, 3.95, -1.28], [-1.11, 5.12, -0.65], [-1.30, 2.96, -1.93], [0.38, -5.05, -2.84], [1.49, -4.06, -1.88], [1.05, -3.58, -3.53], [-0.18, -2.17, -2.00], [-2.07, -4.29, -3.11], [-1.38, -2.98, -4.07], [-2.50, -2.61, -2.76], [-0.98, -5.69, -1.35], [-1.83, -6.58, 0.78], [-2.26, -5.03, 2.65], [-1.80, -3.25, 3.65], [-3.69, -1.20, 2.45], [-3.68, -1.89, 4.07], [-4.13, -2.90, 2.69], [-1.24, -0.46, 2.59], [-0.02, -1.64, 3.09], [-1.21, -1.06, 4.25], [-3.16, -1.32, 0.41], [-4.56, 0.32, 0.82], [-5.06, 2.46, 1.95], [-3.16, 3.95, 2.56], [-0.89, 3.42, 1.92], [1.89, 5.10, -1.17], [3.87, 4.81, 0.26], [3.81, 3.10, 2.04], [2.85, 1.77, 3.25], [1.37, -0.47, 1.87], [2.26, -0.60, 3.39], [3.12, -0.21, 1.89], [-0.14, 1.24, 3.26], [0.63, 2.72, 3.83], [0.98, 1.17, 4.62], [0.21, 4.40, -2.12], [-1.89, 4.78, 0.02], [-1.59, 5.70, -1.44], [-0.44, 5.80, -0.11], [-1.93, 2.42, -1.22], [-0.76, 2.24, -2.53], [-1.97, 3.51, -2.60], [1.65, -2.79, 0.74], [2.32, -1.90, -0.02], [1.82, -0.79, -0.50], [2.82, -0.07, -1.18], [2.66, 1.13, -1.87], [3.75, 1.71, -2.48], [5.01, 1.12, -2.44], [5.19, -0.09, -1.79], [4.08, -0.66, -1.17], [4.01, -2.18, -0.32], [0.64, -2.78, 0.75], [2.08, -3.69, 0.91], [1.69, 1.59, -1.94], [3.62, 2.65, -3.01], [5.85, 1.59, -2.93], [6.15, -0.58, -1.76], [0.56, 1.61, -4.78], [0.01, -0.04, -4.40], [-0.96, -0.65, -5.74], [1.43, -1.08, -4.20], [-0.84, 0.04, -3.08], [-2.04, 0.12, -3.17], [-0.11, 0.05, -2.04]], "mulliken_charge": [-0.85, -1.78, 2.39, -1.69, 0.97, -0.55, -1.45, -1.13, 1.00, 0.21, -1.61, -1.30, -1.30, 1.62, -1.35, 1.62, -1.10, -1.24, -0.72, -0.42, -0.59, 1.58, -0.35, 0.29, -0.42, -1.57, -0.94, 0.43, 0.23, -0.83, -1.32, 0.28, -1.72, -0.65, 0.47, 0.28, 0.42, -1.33, 0.37, 0.43, 0.35, 0.38, 0.39, 0.48, 0.89, 0.29, 0.47, 0.36, 0.01, 0.18, 0.71, 0.90, 0.52, 0.43, 0.43, 0.81, 0.51, 0.41, 0.39, 0.65, -0.29, 0.56, 0.24, 0.05, 0.32, 0.52, 0.89, 0.30, 0.50, 0.31, -0.23, -0.39, 0.68, 0.15, -0.26, 1.69, -1.14, 0.37, -1.31, -0.87, -0.54, 0.95, -0.47, -0.71, 0.32, 0.76, 0.48, 0.43, 0.46, -0.15, 1.45, -0.13, -0.12, -0.11, -0.70, 0.04], "lumo_ha": -0.003, "de_lowest_kcal_mol": 0.0, "homo_ev": -7.55, "homo_lumo_gap_ha": 0.2749}

Q: What is the formula in the third record?
A: C40H45BeCl3N4O2S